No. 1
11
Properties=species:S:1:pos:R:3 method="wB97M-V/def2-TZVPD" lumo_ev=0.15 smiles="O=c1cccco1" e_above_lowest_kj_mol=6.10
O 0.0515 1.5409 0.2400
C -1.1282 0.9485 -0.0094
C -1.2317 -0.3445 -0.3594
C -0.0385 -1.1407 -0.3267
C 1.1443 -0.6111 0.0545
C 1.2466 0.8052 0.3916
O 2.2087 1.4059 0.7869
H -1.9749 1.6035 0.1765
H -2.1956 -0.7835 -0.5804
H -0.1158 -2.2006 -0.5479
H 2.0336 -1.2236 0.1743

No. 2
21
Properties=species:S:1:pos:R:3 method="wB97M-V/def2-TZVPD" lumo_ev=0.78 e_above_lowest_kj_mol=189.19
C -1.6229 0.0245 1.4640
C 0.6887 1.0069 -1.5113
C 1.1764 -0.5386 0.4531
C -1.3196 0.1532 -0.0083
C 0.1919 0.0099 -0.4878
N 0.9663 -1.7670 0.8291
N 2.3252 0.1669 0.6711
C -0.9101 -1.0154 -0.8037
O -2.0615 1.2073 -0.5462
H -2.0603 1.1307 -1.5087
H 1.6793 -2.1510 1.4409
H -0.4245 -1.9651 -0.0798
H 2.8994 -0.0997 1.4555
H 2.3781 1.1245 0.3710
H -1.2251 -1.0438 -1.8413
H -1.0148 -0.7627 1.8954
H -1.4254 0.9674 1.9709
H -2.6753 -0.2236 1.5847
H 1.6623 0.7080 -1.9078
H -0.0014 1.0529 -2.3566
H 0.7735 2.0146 -1.0846

No. 3
90
Properties=species:S:1:pos:R:3 method="wB97M-V/def2-TZVPD" lumo_ev=0.25 e_above_lowest_kj_mol=80.88
Sr -0.3920 0.2983 0.1422
C -0.4411 -0.9747 -4.9675
C 0.6154 -0.8177 -3.9100
C 1.3793 0.3421 -3.8279
C 2.3878 0.4691 -2.8809
C 2.6583 -0.5729 -2.0049
C 1.8997 -1.7342 -2.0726
C 0.8775 -1.8454 -3.0041
H -0.0586 -1.5470 -5.8152
H -0.7735 -0.0063 -5.3397
H -1.3127 -1.5039 -4.5812
H 1.1800 1.1570 -4.5144
H 2.9695 1.3821 -2.8341
H 3.4463 -0.4910 -1.2704
H 2.0951 -2.5447 -1.3848
H 0.2796 -2.7497 -3.0383
C -1.1075 4.1472 1.1176
P 0.2435 3.5020 0.0648
C 0.0039 4.5329 -1.4170
C 1.7192 4.2366 0.8787
C 1.8335 5.6230 1.0170
C 2.9461 6.1994 1.5991
C 3.9779 5.3891 2.0578
C 3.8727 4.0160 1.9395
C 2.7498 3.4209 1.3562
P 2.6072 1.5888 1.2901
C 2.6773 1.1629 3.0737
C 4.2863 1.0442 0.8176
H -1.1246 5.2391 1.1655
H -1.0080 3.7668 2.1363
H -2.0472 3.7781 0.7019
H -0.0507 5.5977 -1.1853
H -0.9327 4.2201 -1.8767
H 0.8072 4.3657 -2.1353
H 1.0324 6.2609 0.6629
H 3.0121 7.2755 1.6955
H 4.8583 5.8283 2.5090
H 4.6780 3.3933 2.3088
H 3.5379 1.6141 3.5726
H 2.7486 0.0780 3.1579
H 1.7726 1.4985 3.5839
H 5.0530 1.4177 1.4983
H 4.5254 1.3731 -0.1947
H 4.2889 -0.0453 0.8499
N -2.9466 2.0355 -0.7194
C -2.0580 1.5122 -1.5063
H -3.7235 2.4597 -1.2360
C -3.1467 3.9020 -3.5180
C -3.2954 2.3992 -3.7607
C -4.7410 1.9476 -3.5092
C -2.2404 1.5513 -3.0271
H -3.9246 4.4603 -4.0436
H -2.1834 4.2724 -3.8765
H -3.2210 4.1468 -2.4571
H -3.0941 2.2404 -4.8266
H -5.1894 2.4626 -2.6572
H -4.8037 0.8774 -3.3056
H -5.3742 2.1576 -4.3738
H -1.2533 1.7875 -3.4511
H -2.4069 0.5005 -3.3046
O 3.0148 -1.9221 1.5790
C 1.8560 -2.2878 1.5258
N 1.3606 -3.4200 2.1042
C -0.0632 -3.5548 1.9495
C -0.3195 -2.2899 1.1066
O -1.4325 -1.9032 0.6911
N 0.8212 -1.6206 0.8471
C -0.4444 -4.8209 1.1678
C 0.3633 -5.9483 1.2455
C 0.0072 -7.1194 0.5928
C -1.1628 -7.1748 -0.1484
C -1.9736 -6.0527 -0.2281
C -1.6215 -4.8823 0.4284
C -0.8176 -3.5178 3.2838
C -0.2198 -4.0294 4.4301
C -0.9022 -4.0517 5.6374
C -2.1973 -3.5635 5.7132
C -2.8036 -3.0632 4.5715
C -2.1235 -3.0434 3.3620
H 1.9323 -3.9448 2.7388
H 1.2870 -5.9237 1.8078
H 0.6479 -7.9887 0.6617
H -1.4416 -8.0861 -0.6609
H -2.8890 -6.0821 -0.8046
H -2.2596 -4.0130 0.3606
H 0.7871 -4.4250 4.4033
H -0.4196 -4.4529 6.5190
H -2.7318 -3.5759 6.6539
H -3.8167 -2.6846 4.6147
H -2.6074 -2.6565 2.4773

No. 4
61
Properties=species:S:1:pos:R:3 method="wB97M-V/def2-TZVPD" lumo_ev=-3.89 charge=+1 e_above_lowest_kj_mol=0.00
C -1.6027 -1.2574 2.9441
C -1.9677 0.0749 2.6358
C -2.3660 0.1168 1.2917
H -1.9235 0.9169 3.3054
C -2.2310 -1.1837 0.7590
C -1.7710 -2.0345 1.7899
H -2.3879 -1.4735 -0.2645
C 1.7010 -0.8081 2.8149
C 0.9736 0.3307 3.2232
C 1.1297 1.3306 2.2411
H 0.3949 0.4214 4.1244
C 1.9893 0.8244 1.2344
C 2.3346 -0.4886 1.6006
H -2.6570 0.9984 0.7469
H -1.5261 -3.0754 1.6811
H -1.2255 -1.6077 3.8900
H 2.9176 -1.1747 1.0144
H 0.6795 2.3077 2.2634
H 1.7614 -1.7525 3.3280
Sn -0.0583 -0.4655 1.2797
C 2.4798 1.5382 0.0028
C 4.0115 1.5736 0.0358
C 1.9539 2.9692 -0.0680
H 4.3605 1.9060 1.0116
H 4.4007 2.2602 -0.7168
H 4.4354 0.5900 -0.1526
H 2.4323 3.5956 0.6824
H 0.8791 3.0153 0.0926
H 2.1678 3.4024 -1.0449
C 2.0594 0.7691 -1.2672
C 0.5855 0.7804 -1.4872
H 2.3422 -0.2795 -1.1737
H 2.5916 1.1666 -2.1271
O -0.2244 0.5661 -0.5607
N 0.0818 1.0512 -2.7060
C -1.2481 0.7536 -3.1939
H 0.6134 1.7453 -3.2079
C -2.3657 1.5782 -2.5966
C -3.5997 1.0369 -2.2626
H -3.8169 -0.0091 -2.4282
C -4.5962 1.8439 -1.7277
H -5.5546 1.4045 -1.4877
C -4.3669 3.1930 -1.5130
H -5.1444 3.8193 -1.0958
C -3.1320 3.7391 -1.8407
H -2.9429 4.7921 -1.6789
C -2.1410 2.9368 -2.3806
H -1.1815 3.3716 -2.6385
H -1.4537 -0.3073 -3.0509
H -1.2208 0.8996 -4.2736
Cl 0.4126 -3.6744 3.4200
C 0.8839 -3.7358 1.7052
C 0.6925 -2.6658 0.7308
C 0.9110 -3.0532 -0.6288
Cl 0.5084 -2.0367 -1.9776
C 1.4025 -4.3270 -0.9822
Cl 1.6861 -4.7528 -2.6798
C 1.6593 -5.2841 -0.0086
Cl 2.2715 -6.8789 -0.4693
C 1.3770 -5.0033 1.3227
Cl 1.6236 -6.2903 2.5199

Number 1: HOMO energy -9.18 eV, HOMO-LUMO gap 9.332 eV. Number 2: HOMO energy -8.46 eV, HOMO-LUMO gap 9.241 eV. Number 3: HOMO energy -6.47 eV, HOMO-LUMO gap 6.719 eV. Number 4: HOMO energy -11.50 eV, HOMO-LUMO gap 7.618 eV.